{"formula": "C24H37FIN4O", "method": "ωB97M-V with the def2-TZVPD basis set", "elements": ["C", "C", "C", "C", "C", "I", "C", "C", "C", "F", "C", "C", "C", "C", "N", "O", "H", "H", "H", "H", "H", "H", "H", "H", "H", "H", "H", "H", "H", "H", "H", "H", "H", "H", "H", "H", "H", "H", "N", "C", "C", "C", "C", "H", "H", "H", "H", "H", "N", "C", "C", "C", "C", "H", "H", "H", "H", "H", "N", "C", "C", "C", "C", "H", "H", "H", "H", "H"], "positions_angstrom": [[1.745088, -0.266416, 1.162502], [0.260534, 0.021389, 0.838574], [-0.060100, -0.657911, -0.514372], [-0.538067, -0.551360, 1.989452], [-2.040881, -0.167210, 1.954531], [-2.649447, 0.203850, 4.012516], [-2.849794, -1.361052, 1.419730], [-4.378605, -1.238765, 1.565357], [-5.101342, -1.380547, 0.239810], [-5.250810, -0.120733, -0.351346], [-2.330280, 1.055857, 1.066533], [-1.214449, 2.077155, 0.881389], [-1.548694, 2.861205, -0.393143], [-1.144259, 3.092763, 2.024037], [0.150576, 1.480723, 0.755724], [0.927036, 2.008991, -0.114143], [2.336943, -0.201603, 0.270949], [1.862081, -1.208657, 1.683828], [2.063121, 0.512174, 1.849379], [-0.645370, -1.553886, -0.372458], [0.851106, -0.959287, -1.007612], [-0.553799, 0.026820, -1.191556], [-0.090950, -0.281330, 2.936143], [-0.458819, -1.628275, 1.915121], [-2.484484, -2.274775, 1.865660], [-2.646916, -1.398444, 0.358620], [-4.730143, -2.055481, 2.184919], [-4.677423, -0.278953, 1.962352], [-6.099953, -1.788347, 0.373379], [-4.573308, -2.036433, -0.448485], [-3.149353, 1.600005, 1.518880], [-2.703392, 0.727147, 0.106521], [-1.404535, 2.259405, -1.279106], [-1.019302, 3.798771, -0.447061], [-2.613692, 3.071813, -0.345554], [-0.387513, 3.814837, 1.749267], [-2.098395, 3.569478, 2.198409], [-0.772738, 2.593984, 2.914005], [4.235826, 1.102484, -1.087384], [4.604844, 1.334288, -2.382310], [5.867661, 0.832758, -2.552830], [6.275610, 0.273664, -1.311857], [5.244810, 0.455546, -0.427952], [3.353260, 1.372627, -0.682408], [3.943297, 1.833727, -3.069729], [6.434844, 0.862722, -3.467319], [7.215560, -0.205060, -1.093275], [5.143551, 0.182254, 0.608580], [-5.470224, -4.393179, 4.208408], [-5.269600, -5.738924, 4.060294], [-3.939912, -5.989209, 4.268933], [-3.314405, -4.745603, 4.556915], [-4.284823, -3.780552, 4.513158], [-6.352805, -3.926169, 4.109320], [-6.085759, -6.398779, 3.821576], [-3.467595, -6.955965, 4.222391], [-2.272228, -4.579114, 4.772580], [-4.234734, -2.716625, 4.671328], [6.012209, 1.947121, -6.332312], [4.908107, 2.022239, -7.137163], [4.227651, 3.163717, -6.807996], [4.951227, 3.802347, -5.764104], [6.047319, 3.027819, -5.494504], [6.691687, 1.209121, -6.351953], [4.703005, 1.261374, -7.870263], [3.312947, 3.503739, -7.263766], [4.695562, 4.723640, -5.268323], [6.843431, 3.151091, -4.780783]], "forces_ev_per_angstrom": [[-0.586, 0.667, 0.568], [1.496, -0.923, 0.043], [-0.073, 0.376, 0.143], [-0.851, 0.512, -0.101], [0.312, -0.591, -0.413], [0.010, 0.024, 0.114], [-0.499, 0.808, 0.415], [0.259, -0.583, -0.879], [-0.296, 0.035, 0.201], [0.203, -0.141, -0.163], [0.246, -0.125, 0.996], [0.111, 1.139, -0.311], [-0.523, -0.335, 0.329], [0.653, -0.726, -0.026], [-0.858, -0.451, -1.031], [0.124, 0.188, 0.468], [0.386, -0.231, -0.252], [0.060, -0.364, -0.238], [0.270, 0.074, 0.169], [-0.288, -0.174, -0.037], [0.300, -0.026, -0.153], [-0.354, 0.035, -0.133], [0.201, 0.278, 0.142], [0.046, -0.301, 0.077], [-0.001, -0.298, 0.216], [0.328, -0.144, -0.343], [-0.135, 0.085, 0.463], [-0.124, 0.107, 0.409], [-0.202, 0.079, 0.040], [0.127, 0.058, -0.211], [-0.310, 0.193, -0.097], [0.102, -0.272, -0.364], [0.271, -0.057, -0.288], [0.298, 0.113, -0.186], [-0.207, 0.227, 0.000], [0.066, 0.409, -0.009], [-0.199, 0.126, 0.099], [-0.247, 0.038, 0.371], [-0.102, 0.003, 0.023], [-0.047, 0.027, 0.027], [0.053, -0.030, -0.030], [0.001, -0.017, 0.020], [-0.060, 0.034, 0.008], [-0.009, 0.078, -0.037], [0.033, 0.019, -0.020], [-0.002, -0.007, -0.008], [0.001, -0.003, 0.002], [0.018, 0.004, 0.006], [0.000, -0.012, -0.018], [-0.019, 0.022, -0.021], [-0.008, -0.021, -0.011], [0.024, 0.017, -0.029], [-0.042, 0.060, -0.032], [0.009, -0.013, 0.039], [0.010, -0.015, -0.001], [0.001, -0.003, 0.005], [0.000, 0.003, 0.016], [0.041, 0.020, 0.022], [0.008, 0.014, -0.014], [0.012, -0.031, 0.016], [-0.019, -0.012, -0.013], [0.001, 0.012, 0.014], [0.029, -0.018, -0.008], [-0.014, 0.016, -0.003], [-0.017, 0.003, -0.002], [-0.001, 0.003, -0.003], [0.003, 0.004, 0.001], [-0.022, 0.014, 0.025]], "mulliken_charge": [-1.8159, 2.1583, -1.5648, -2.1236, 0.3156, 0.1504, -0.7624, -0.4026, -0.6393, -0.3109, -1.7955, 1.5137, -1.6592, -1.8560, 0.5718, -0.6667, 0.1955, 0.4140, 0.5156, 0.3274, 0.4252, 0.2851, 0.6174, 0.5549, 0.5039, 0.2657, 0.1071, 0.4194, 0.3825, 0.2936, 0.6872, 0.4937, 0.3964, 0.3422, 0.4074, 0.4692, 0.3690, 0.4092, 0.0332, -0.4868, -0.2396, -0.7958, -0.3674, 0.2406, 0.4308, 0.4201, 0.4020, 0.3779, 0.0122, -0.5399, -0.4546, -0.4201, -0.6454, 0.2214, 0.3954, 0.3980, 0.4442, 0.5811, 0.0258, -0.5331, -0.3907, -0.4021, -0.5710, 0.2138, 0.3906, 0.4017, 0.4160, 0.4474], "homo_energy_ha": [-0.2931, -0.2931], "s_squared": 0.7540, "homo_lumo_gap_ev": [8.2, 8.1], "spin_multiplicity": 2, "total_energy_ha": -1628.4228}